1) C25H30N2O5 | wB97M-V/def2-TZVPD

- Charge: 0
- Orbital gap: 8.8 eV
- Highest occupied orbital energy: -8.369 eV
- SMILES: COC(=O)c1ccc(CN2CCC(Oc3cccc(C(=O)N4CCOCC4)c3)CC2)cc1
- 2S+1: 1

Each line ends with the natural charge from an NBO analysis.
Element x y z (Å)
C (-2.56, -2.70, 2.83)  -0.27
O (-1.27, -2.55, 2.25)  -0.50
C (-1.20, -2.65, 0.93)  0.79
O (-2.14, -2.92, 0.22)  -0.61
C (0.17, -2.40, 0.41)  -0.17
C (1.28, -2.36, 1.25)  -0.16
C (2.54, -2.16, 0.72)  -0.23
C (2.72, -1.97, -0.65)  -0.02
C (4.09, -1.70, -1.23)  -0.23
N (4.56, -0.33, -1.19)  -0.45
C (5.03, 0.18, 0.09)  -0.21
C (4.26, 1.41, 0.58)  -0.42
C (2.77, 1.27, 0.28)  0.09
O (2.15, 2.42, 0.84)  -0.52
C (0.80, 2.47, 1.02)  0.40
C (0.33, 3.67, 1.57)  -0.27
C (-1.01, 3.85, 1.81)  -0.19
C (-1.91, 2.85, 1.50)  -0.22
C (-1.46, 1.66, 0.94)  -0.10
C (-2.47, 0.60, 0.64)  0.68
O (-3.14, 0.11, 1.53)  -0.64
N (-2.61, 0.24, -0.65)  -0.43
C (-2.01, 0.89, -1.79)  -0.25
C (-3.10, 1.56, -2.63)  -0.08
O (-4.09, 0.64, -3.02)  -0.52
C (-4.69, 0.03, -1.90)  -0.08
C (-3.65, -0.70, -1.04)  -0.26
C (-0.10, 1.47, 0.71)  -0.33
C (2.55, 1.19, -1.24)  -0.46
C (3.81, 0.65, -1.95)  -0.22
C (1.60, -2.01, -1.48)  -0.17
C (0.34, -2.23, -0.96)  -0.19
H (-3.07, -3.56, 2.39)  0.19
H (-2.40, -2.85, 3.90)  0.19
H (-3.14, -1.79, 2.65)  0.23
H (1.15, -2.50, 2.31)  0.23
H (3.40, -2.16, 1.37)  0.21
H (4.09, -2.00, -2.29)  0.20
H (4.83, -2.31, -0.71)  0.21
H (6.09, 0.44, -0.01)  0.19
H (4.96, -0.61, 0.84)  0.19
H (4.62, 2.32, 0.09)  0.21
H (4.40, 1.53, 1.66)  0.22
H (2.39, 0.37, 0.77)  0.19
H (1.05, 4.44, 1.80)  0.22
H (-1.36, 4.78, 2.24)  0.22
H (-2.97, 2.98, 1.69)  0.22
H (-1.28, 1.63, -1.47)  0.23
H (-1.50, 0.13, -2.41)  0.19
H (-2.69, 1.98, -3.54)  0.20
H (-3.56, 2.37, -2.03)  0.16
H (-5.43, -0.67, -2.29)  0.20
H (-5.20, 0.79, -1.29)  0.16
H (-4.10, -1.10, -0.13)  0.26
H (-3.20, -1.52, -1.61)  0.21
H (0.23, 0.52, 0.30)  0.23
H (2.34, 2.20, -1.61)  0.22
H (1.69, 0.56, -1.46)  0.21
H (4.50, 1.47, -2.15)  0.19
H (3.54, 0.20, -2.90)  0.20
H (1.73, -1.88, -2.55)  0.20
H (-0.52, -2.29, -1.60)  0.23

---

2) C25H30N2O5 | wB97M-V/def2-TZVPD

- Charge: 0
- Orbital gap: 8.6 eV
- Highest occupied orbital energy: -7.909 eV
- SMILES: CC(C)c1ccc(NC(=O)[C@H](c2ccc3c(c2)OCO3)N2CCC3(CC2)OCCO3)cc1
- 2S+1: 1

Each line ends with the natural charge from an NBO analysis.
Element x y z (Å)
C (6.58, -0.80, 3.41)  -0.59
C (6.26, -1.55, 2.12)  -0.23
C (6.17, -3.06, 2.38)  -0.60
C (4.98, -1.03, 1.51)  -0.02
C (4.98, -0.42, 0.27)  -0.19
C (3.82, 0.07, -0.29)  -0.24
C (2.61, -0.04, 0.39)  0.13
N (1.47, 0.50, -0.22)  -0.61
C (0.18, 0.53, 0.24)  0.68
O (-0.18, 0.06, 1.29)  -0.62
C (-0.79, 1.19, -0.75)  -0.15
C (-1.72, 2.13, 0.01)  0.06
C (-1.21, 2.91, 1.03)  -0.22
C (-2.01, 3.80, 1.74)  -0.25
C (-3.33, 3.88, 1.39)  0.22
C (-3.85, 3.10, 0.35)  0.29
C (-3.06, 2.23, -0.36)  -0.30
O (-5.18, 3.38, 0.19)  -0.49
C (-5.49, 4.35, 1.18)  0.24
O (-4.33, 4.66, 1.91)  -0.48
N (-1.55, 0.24, -1.55)  -0.45
C (-2.20, -0.84, -0.85)  -0.23
C (-1.36, -2.12, -0.70)  -0.47
C (-0.80, -2.56, -2.06)  0.55
C (-0.05, -1.40, -2.70)  -0.45
C (-0.99, -0.19, -2.81)  -0.21
O (-1.83, -2.99, -2.94)  -0.54
C (-1.88, -4.39, -2.87)  -0.09
C (-0.43, -4.78, -2.59)  -0.09
O (0.07, -3.67, -1.86)  -0.53
C (2.59, -0.65, 1.64)  -0.18
C (3.76, -1.14, 2.18)  -0.22
H (5.82, -0.97, 4.16)  0.20
H (6.65, 0.27, 3.22)  0.21
H (7.54, -1.14, 3.81)  0.21
H (7.07, -1.37, 1.41)  0.20
H (5.41, -3.28, 3.11)  0.20
H (5.93, -3.58, 1.46)  0.21
H (7.12, -3.43, 2.75)  0.21
H (5.91, -0.32, -0.28)  0.21
H (3.85, 0.55, -1.26)  0.20
H (1.65, 0.93, -1.11)  0.40
H (-0.22, 1.81, -1.46)  0.20
H (-0.17, 2.83, 1.29)  0.21
H (-1.61, 4.40, 2.54)  0.23
H (-3.46, 1.63, -1.16)  0.24
H (-5.87, 5.26, 0.69)  0.16
H (-6.26, 3.95, 1.86)  0.15
H (-2.49, -0.49, 0.14)  0.23
H (-3.10, -1.09, -1.42)  0.20
H (-0.52, -1.96, -0.03)  0.23
H (-1.98, -2.91, -0.29)  0.22
H (0.83, -1.18, -2.09)  0.21
H (0.29, -1.69, -3.70)  0.22
H (-0.47, 0.65, -3.28)  0.20
H (-1.83, -0.48, -3.45)  0.21
H (-2.54, -4.72, -2.05)  0.17
H (-2.26, -4.77, -3.82)  0.20
H (0.14, -4.90, -3.52)  0.17
H (-0.33, -5.68, -1.98)  0.19
H (1.66, -0.75, 2.17)  0.25
H (3.72, -1.61, 3.15)  0.21

---

Energies relative to the minimum, kcal/mol: 1) 0.0; 2) 11.6

---

1) C5H12N2O3 | wB97M-V/def2-TZVPD

- Charge: 0
- Orbital gap: 9.7 eV
- Highest occupied orbital energy: -9.100 eV
- SMILES: CN1C(=O)NC[C@@H]1CO.O
- 2S+1: 1

Each line ends with the natural charge from an NBO analysis.
Element x y z (Å)
C (0.95, 0.57, 2.23)  -0.41
N (0.77, 1.79, 1.48)  -0.48
C (1.87, 2.68, 1.22)  0.78
O (3.04, 2.46, 1.49)  -0.63
N (1.32, 3.88, 0.86)  -0.64
C (-0.12, 3.80, 0.70)  -0.21
C (-0.48, 2.55, 1.53)  -0.07
C (-0.95, 2.93, 2.93)  -0.08
O (-1.77, 1.91, 3.45)  -0.72
H (1.91, 0.12, 1.95)  0.23
H (0.97, 0.74, 3.32)  0.19
H (0.14, -0.13, 1.99)  0.20
H (1.88, 4.53, 0.33)  0.41
H (-0.39, 3.66, -0.36)  0.18
H (-0.61, 4.70, 1.07)  0.20
H (-1.28, 1.97, 1.04)  0.21
H (-0.07, 3.12, 3.57)  0.17
H (-1.52, 3.88, 2.85)  0.16
H (-1.99, 2.10, 4.36)  0.47
O (2.33, 1.85, -1.80)  -0.94
H (1.66, 1.43, -1.16)  0.47
H (1.78, 2.34, -2.42)  0.46

---

2) C5H12N2O3 | wB97M-V/def2-TZVPD

- Charge: 0
- Orbital gap: 10.3 eV
- Highest occupied orbital energy: -10.013 eV
- SMILES: CCNC(N)=O.CC(=O)O
- 2S+1: 1

Each line ends with the natural charge from an NBO analysis.
Element x y z (Å)
C (1.49, 0.71, -1.68)  -0.62
C (0.30, 1.67, -1.58)  -0.22
N (-0.56, 1.37, -0.45)  -0.63
C (-1.58, 0.49, -0.53)  0.78
N (-2.14, 0.12, 0.69)  -0.90
O (-1.98, 0.00, -1.58)  -0.64
H (2.09, 0.73, -0.76)  0.20
H (1.14, -0.32, -1.84)  0.23
H (2.14, 1.00, -2.51)  0.22
H (0.65, 2.70, -1.47)  0.19
H (-0.31, 1.62, -2.49)  0.23
H (-0.28, 1.72, 0.46)  0.38
H (-2.07, 0.77, 1.47)  0.39
H (-2.97, -0.48, 0.60)  0.42
C (0.96, -1.03, 1.95)  -0.74
C (0.58, -2.03, 0.89)  0.78
O (1.40, -2.76, 0.36)  -0.57
O (-0.74, -2.28, 0.69)  -0.69
H (0.14, -0.35, 2.20)  0.20
H (1.24, -1.59, 2.85)  0.25
H (1.83, -0.46, 1.62)  0.24
H (-1.31, -1.60, 1.10)  0.49

---

Energies relative to the minimum, kcal/mol: 1) 20.4; 2) 0.0

---

1) C3H4FN3S | wB97M-V/def2-TZVPD

- Charge: 0
- Orbital gap: 8.9 eV
- Highest occupied orbital energy: -9.086 eV
- SMILES: FCc1nn[nH]c1S
- 2S+1: 1

Each line ends with the natural charge from an NBO analysis.
Element x y z (Å)
F (-0.41, 0.22, 2.50)  -0.38
C (0.85, 0.23, 1.88)  0.06
C (0.66, 0.09, 0.37)  0.01
N (1.86, 0.11, -0.15)  -0.25
N (1.78, -0.04, -1.50)  -0.06
N (0.47, -0.22, -1.74)  -0.34
C (-0.29, -0.23, -0.61)  -0.06
S (-2.07, -0.04, -0.69)  0.01
H (1.39, -0.57, 2.23)  0.19
H (1.30, 1.30, 1.96)  0.20
H (0.06, -0.69, -2.58)  0.43
H (-2.10, -0.85, 0.78)  0.21

---

2) C3H4FN3S | wB97M-V/def2-TZVPD

- Charge: 0
- Orbital gap: 9.4 eV
- Highest occupied orbital energy: -9.191 eV
- SMILES: FCc1ncnn1S
- 2S+1: 1

Each line ends with the natural charge from an NBO analysis.
Element x y z (Å)
F (2.66, -0.37, -0.43)  -0.39
C (1.40, -1.15, 0.05)  -0.01
C (0.04, -0.61, -0.37)  0.31
N (-1.21, -1.18, -0.20)  -0.48
C (-2.08, 0.02, -0.18)  0.15
N (-1.47, 1.16, -0.36)  -0.28
N (-0.09, 0.78, -0.33)  -0.41
S (0.93, 2.01, -0.17)  0.28
H (1.51, -0.79, 1.20)  0.23
H (1.40, -2.23, -0.13)  0.22
H (-3.15, -0.27, 0.09)  0.23
H (0.07, 2.63, 0.85)  0.14

---

Energies relative to the minimum, kcal/mol: 1) 0.0; 2) 8.1

---

1) C5H8N2O2S | wB97M-V/def2-TZVPD

- Charge: 0
- Orbital gap: 8.8 eV
- Highest occupied orbital energy: -8.564 eV
- SMILES: [O-][N@+]12CCC[C@H]1S2.N=C=O
- 2S+1: 1

Each line ends with the natural charge from an NBO analysis.
Element x y z (Å)
O (-1.11, 0.24, 1.95)  -0.54
N (-0.42, -0.14, 0.95)  0.09
C (-0.15, 0.81, -0.19)  -0.23
C (0.09, -0.11, -1.37)  -0.42
C (-0.67, -1.43, -1.10)  -0.44
C (-0.69, -1.45, 0.41)  -0.15
S (0.97, -1.45, 1.18)  0.07
H (0.64, 1.37, 0.14)  0.22
H (-1.00, 1.37, -0.21)  0.22
H (1.15, -0.35, -1.51)  0.24
H (-0.36, 0.54, -2.28)  0.23
H (-1.68, -1.36, -1.34)  0.22
H (-0.17, -2.32, -1.54)  0.24
H (-1.48, -2.02, 1.08)  0.27
N (-2.36, -4.40, 1.68)  -0.77
C (-3.25, -3.80, 1.24)  0.85
O (-3.99, -3.08, 0.75)  -0.51
H (-2.31, -5.12, 2.37)  0.43

---

2) C5H8N2O2S | wB97M-V/def2-TZVPD

- Charge: 0
- Orbital gap (alpha / beta): 10.0 / 4.3 eV
- Highest occupied orbital energy (alpha / beta): -10.480 / -8.020 eV
- 2S+1: 1

Each line ends with the natural charge from an NBO analysis.
Element x y z (Å)
C (3.37, -0.90, 1.59)  0.21
C (0.79, -1.32, 2.18)  -0.43
C (1.17, -2.15, 0.94)  -0.46
C (2.03, -1.15, 1.47)  -0.03
C (-1.48, 1.88, -1.48)  -0.86
N (4.50, -0.79, 1.79)  -0.30
N (1.09, 1.41, -0.55)  -0.65
O (-0.83, 0.58, 0.74)  -0.87
O (-0.39, -0.55, -1.33)  -0.86
S (-0.33, 0.75, -0.63)  2.16
H (0.07, -0.47, 2.07)  0.27
H (0.76, -1.76, 3.19)  0.22
H (1.48, -3.21, 0.76)  0.24
H (0.50, -1.75, 0.08)  0.26
H (-1.78, 1.38, -2.33)  0.26
H (-2.32, 2.10, -0.89)  0.26
H (-1.09, 2.83, -1.55)  0.23
H (0.86, 2.15, -1.34)  0.35

---

Energies relative to the minimum, kcal/mol: 1) 0.0; 2) 75.4

---

1) C5H25NO8 | wB97M-V/def2-TZVPD

- Charge: +1
- Orbital gap (alpha / beta): 11.2 / 5.8 eV
- Highest occupied orbital energy (alpha / beta): -14.255 / -14.022 eV
- ⟨S²⟩: 0.7548
- 2S+1: 2

Each line ends with the natural charge from an NBO analysis.
Element x y z (Å)
C (-1.43, 1.57, 1.15)  -0.49
N (-1.19, 0.19, 1.58)  -0.20
C (0.02, -1.83, -1.48)  -0.63
C (0.15, -0.99, -0.23)  -0.41
C (-1.23, -0.79, 0.45)  -0.19
C (-1.66, -2.12, 1.06)  0.42
O (-2.12, -2.98, 0.38)  -0.43
H (-1.46, 2.19, 2.09)  0.26
H (-2.36, 1.66, 0.64)  0.24
H (-0.62, 2.00, 0.51)  0.30
H (-0.35, 0.11, 2.11)  0.45
H (1.00, -1.98, -2.06)  0.25
H (-0.70, -1.31, -2.19)  0.21
H (-0.41, -2.83, -1.28)  0.25
H (0.60, -0.02, -0.46)  0.22
H (0.82, -1.45, 0.52)  0.25
H (-1.98, -0.48, -0.32)  0.24
H (-1.58, -2.24, 2.18)  0.18
H (1.98, -0.82, 3.19)  0.51
H (2.15, -0.06, 1.73)  0.51
O (1.58, -0.18, 2.53)  -1.03
H (-2.61, -0.47, 2.92)  0.44
H (-4.10, -0.77, 2.77)  0.48
O (-3.33, -0.86, 3.37)  -0.90
H (1.23, 3.83, -1.26)  0.50
H (1.75, 2.39, -1.19)  0.51
O (0.98, 2.98, -0.94)  -0.99
H (-0.34, 2.23, -1.69)  0.51
H (-1.31, 1.04, -1.46)  0.45
O (-0.92, 1.56, -2.19)  -0.96
H (0.26, 0.77, -3.14)  0.51
H (0.81, -0.57, -3.65)  0.49
O (1.05, 0.37, -3.55)  -0.97
H (2.19, 0.81, -2.44)  0.52
H (3.58, 1.41, -2.26)  0.50
O (2.81, 1.22, -1.77)  -1.00
H (4.07, 0.69, 0.90)  0.49
H (3.09, 0.39, -0.26)  0.50
O (3.40, 0.03, 0.58)  -0.98

---

2) C5H25NO8 | wB97M-V/def2-TZVPD

- Charge: +1
- Orbital gap (alpha / beta): 10.8 / 6.0 eV
- Highest occupied orbital energy (alpha / beta): -13.662 / -13.662 eV
- ⟨S²⟩: 0.7547
- 2S+1: 2

Each line ends with the natural charge from an NBO analysis.
Element x y z (Å)
C (-1.12, 2.40, -2.05)  -0.49
N (-0.02, 2.04, -1.15)  -0.12
C (0.19, 0.54, -0.85)  -0.13
C (1.46, 0.63, 0.02)  0.09
C (1.12, 1.00, 1.52)  -0.66
O (2.21, -0.57, 0.12)  -0.78
C (-1.09, -0.10, -0.28)  -0.08
O (-0.88, -1.52, -0.10)  -0.74
H (-0.61, 2.66, -2.99)  0.27
H (-1.63, 3.35, -1.83)  0.27
H (-1.92, 1.68, -2.09)  0.25
H (-0.05, 2.56, -0.27)  0.44
H (0.35, 0.05, -1.81)  0.24
H (2.24, 1.27, -0.40)  0.20
H (0.25, 0.62, 2.03)  0.24
H (1.10, 2.08, 1.62)  0.21
H (2.02, 0.60, 2.01)  0.26
H (2.20, -1.37, -0.45)  0.52
H (-1.41, 0.34, 0.67)  0.24
H (-1.93, -0.09, -1.00)  0.19
H (-0.10, -1.74, -0.67)  0.51
H (1.88, 2.57, -2.11)  0.45
H (3.29, 2.74, -1.46)  0.49
O (2.50, 3.22, -1.78)  -0.90
H (-1.17, -4.19, 0.46)  0.49
H (0.28, -4.57, 0.81)  0.50
O (-0.35, -4.49, 0.07)  -0.97
H (0.39, -3.70, -1.44)  0.53
H (0.59, -2.95, -2.74)  0.49
O (0.64, -2.81, -1.80)  -1.00
H (-1.12, -1.03, 2.75)  0.47
H (-2.04, -1.62, 3.78)  0.48
O (-1.85, -0.77, 3.34)  -0.96
H (1.37, -1.91, 2.18)  0.48
H (0.10, -2.05, 1.38)  0.48
O (0.50, -2.34, 2.23)  -0.97
H (-2.98, 2.04, 0.40)  0.49
H (-2.28, 3.04, 1.29)  0.50
O (-2.10, 2.40, 0.59)  -0.98

---

Energies relative to the minimum, kcal/mol: 1) 0.0; 2) 28.2